Entry 1:
ORCA calculation (wB97M-V/def2-TZVPD) on a cluster of 2 separate species, C12H9F4O4 in total.

Atoms and positions in Å:
F 1.37111 1.58542 -1.88568
C 0.88215 1.75158 -0.64371
C -0.19676 2.51800 -0.38932
F -0.92081 3.07403 -1.38170
C -0.65388 2.73926 0.98435
O -1.78969 3.15938 1.24184
C 0.34055 2.46227 2.02111
F 0.13311 2.98969 3.24026
C 1.38438 1.65566 1.76268
F 2.30430 1.37011 2.69909
C 1.54804 1.03455 0.44123
O 2.24673 0.03259 0.25492
C -1.92957 -0.56821 -0.27180
C -0.58509 -1.18819 -0.25400
C 0.04284 -1.41016 1.05296
C 1.09273 -2.46546 1.23721
O -0.30347 -0.70576 2.01451
C 0.06719 -1.55597 -1.50342
C -0.70321 -1.29950 -2.78914
O 1.20600 -2.04220 -1.57248
H -2.57305 -1.02570 -1.03515
H -2.41249 -0.67973 0.70774
H -1.88026 0.51395 -0.48376
H 1.75227 -2.51899 0.36965
H 1.65131 -2.22967 2.14658
H 0.60665 -3.44085 1.36689
H -1.29762 -0.38064 -2.73334
H -0.00524 -1.22889 -3.62584
H -1.37825 -2.14657 -2.97172

LUMO ... 1.017 eV
F_max ... 3.21 eV/Å
HOMO level ... -3.293 eV
Molar mass ... 293.192 g mol⁻¹
Frontier orbital gap ... 4.31 eV
Net charge ... -1
Spin multiplicity ... 1



Entry 2:
ORCA calculation (wB97M-V/def2-TZVPD) on a cluster of 14 separate species, C132H168N8O28 in total.

Atoms and positions in Å:
C 2.30748 7.80192 0.25008
C 1.27568 8.13753 1.08643
C -0.03993 7.71542 0.96228
C -0.36604 6.80633 -0.02951
C 0.67819 6.48637 -0.95326
C 2.00931 6.94383 -0.82473
C 0.35008 5.65193 -2.12132
O 1.26086 5.15822 -2.76247
C -1.13973 5.34356 -2.42809
C -1.47632 4.66381 -3.59597
C -2.77304 4.34231 -3.68831
C -3.77425 4.58845 -2.74749
C -3.39346 5.18187 -1.53488
C -2.08278 5.61865 -1.43696
C -1.76316 6.26933 -0.11484
O -2.58912 6.54913 0.75350
H 3.31670 8.19857 0.29204
H 1.48814 8.75223 1.95521
H -0.80712 8.02806 1.69155
H 2.73427 6.79387 -1.61221
H -0.69586 4.30948 -4.28205
H -3.16746 3.75158 -4.47579
H -4.82722 4.38480 -2.87157
H -4.08229 5.28660 -0.70175
C 1.41265 1.23501 -4.52629
C 2.50891 0.80955 -3.70729
C 3.58950 1.68126 -3.54093
C 3.39541 3.02481 -3.97664
C 2.30105 3.45218 -4.69044
C 1.27104 2.52181 -4.99124
C 2.12249 4.82796 -5.16857
O 1.24926 5.10933 -5.96600
C 3.14196 5.90493 -4.70235
C 2.90711 7.27344 -4.87204
C 3.90319 8.15148 -4.55393
C 5.16606 7.74352 -4.08824
C 5.34419 6.37611 -3.92980
C 4.34485 5.43810 -4.17417
C 4.58032 4.01189 -3.85530
O 5.68469 3.54042 -3.58277
H 0.65681 0.48057 -4.79016
H 2.56279 -0.20218 -3.33831
H 4.35076 1.34610 -2.88776
H 0.43526 2.80434 -5.58456
H 1.97554 7.59047 -5.32022
H 3.72257 9.20862 -4.72129
H 5.97945 8.47903 -3.94994
H 6.27174 6.02134 -3.52414
C 4.02442 -2.85816 2.54093
C 5.18745 -2.59096 3.19250
C 5.83632 -1.38136 3.00357
C 5.21425 -0.31795 2.28913
C 4.09513 -0.66450 1.49138
C 3.58270 -1.94763 1.57030
C 3.60208 0.26378 0.47869
O 2.82972 -0.12255 -0.37016
C 4.13165 1.69852 0.56049
C 3.57459 2.61738 -0.39494
C 4.20322 3.84001 -0.41920
C 5.18142 4.25694 0.52610
C 5.56249 3.35878 1.48346
C 5.09334 2.05280 1.49204
C 5.69933 1.05310 2.46669
O 6.46159 1.45453 3.31719
H 3.48337 -3.74195 2.79317
H 5.58016 -3.26035 3.95776
H 6.76560 -1.15821 3.53889
H 2.71007 -2.30452 0.99517
H 2.78936 2.34172 -1.05558
H 3.77460 4.58109 -1.18630
H 5.61418 5.25905 0.49209
H 6.29332 3.70660 2.24219
C -1.45055 -0.82556 -1.92261
C -1.48549 0.45230 -2.44502
C -0.92657 1.53704 -1.73085
C -0.45812 1.29613 -0.39481
C -0.44993 0.00870 0.08483
C -0.93456 -1.06921 -0.65428
C 0.17222 -0.30560 1.40848
O 0.15292 -1.44681 1.88851
C 0.73057 0.80083 2.18775
C 1.30856 0.53367 3.46304
C 1.68811 1.58512 4.30402
C 1.69453 2.86143 3.77923
C 1.15039 3.12990 2.53103
C 0.70857 2.09790 1.70049
C 0.10201 2.48067 0.36348
O 0.06432 3.62968 0.04677
H -1.91722 -1.58228 -2.52828
H -1.96130 0.59328 -3.36974
H -0.81693 2.53174 -2.09026
H -0.95417 -2.09576 -0.25532
H 1.31474 -0.50426 3.81268
H 2.06317 1.36865 5.32972
H 1.80848 3.63984 4.57769
H 1.12896 4.18542 2.25855
C 6.89986 -9.17378 2.68403
C 7.83457 -8.55467 3.51346
C 7.36377 -7.59056 4.43444
C 5.96057 -7.20075 4.46067
C 5.10425 -7.79838 3.54344
C 5.58074 -8.80534 2.66874
C 3.65954 -7.41671 3.30451
O 2.99784 -7.76927 2.34194
C 3.17517 -6.44448 4.35375
C 1.80200 -6.08321 4.36087
C 1.37586 -5.06116 5.20923
C 2.17554 -4.39619 6.13353
C 3.52116 -4.79244 6.21307
C 3.95419 -5.80388 5.31326
C 5.45673 -6.12753 5.44591
O 6.23645 -5.42286 6.05861
H 7.11785 -9.88446 1.94712
H 8.91898 -8.73046 3.54954
H 8.12958 -7.18897 5.10221
H 4.89543 -9.07193 1.87949
H 1.11620 -6.51418 3.69321
H 0.34417 -4.76799 5.09326
H 1.88964 -3.57448 6.76832
H 4.28828 -4.39268 6.85260
C -3.15248 -1.67363 3.02470
C -3.86693 -0.50781 3.26042
C -3.46918 0.38026 4.25464
C -2.32621 0.18621 4.96276
C -1.62743 -1.02163 4.74560
C -2.03637 -1.86432 3.76502
C -0.46838 -1.30328 5.56486
O 0.00144 -2.45372 5.61364
C 0.03938 -0.30102 6.48935
C 1.10398 -0.59214 7.30952
C 1.57240 0.33186 8.20447
C 0.98862 1.62532 8.21660
C -0.12947 1.85529 7.41642
C -0.62484 0.90733 6.55026
C -1.86701 1.22725 5.82540
O -2.53481 2.27245 5.96575
H -3.32239 -2.27346 2.17292
H -4.71602 -0.25356 2.63207
H -4.09653 1.23438 4.39577
H -1.35785 -2.68307 3.60639
H 1.51574 -1.61849 7.27387
H 2.40228 0.11032 8.86034
H 1.35792 2.32604 8.90826
H -0.72209 2.68471 7.63372
C 4.30043 -1.16335 6.59225
O 4.23699 0.23346 6.85251
C 5.08131 1.11431 6.13526
C 4.63579 2.55700 6.50624
N 4.96223 2.80844 7.91834
C 4.87439 4.17122 8.49848
C 3.50512 4.60326 8.91817
O 2.89018 3.89622 10.01000
C 3.60380 3.94229 11.25562
H 5.35439 -1.45083 6.48683
H 3.70660 -1.45791 5.76838
H 4.02228 -1.76963 7.44437
H 5.08312 0.94109 5.01651
H 6.14404 0.92367 6.34670
H 3.53824 2.57837 6.32397
H 5.08241 3.31510 5.88361
H 4.49848 2.11559 8.50785
H 5.31912 4.78341 7.72889
H 5.49324 4.13540 9.42866
H 2.80665 4.33357 8.15604
H 3.54258 5.64216 9.10604
H 4.13754 4.85331 11.48997
H 4.32765 3.09854 11.25065
H 2.85401 3.59701 12.05332
C -5.17648 -3.05212 -1.85439
O -5.38136 -4.17663 -1.02108
C -5.45850 -4.00771 0.34841
C -6.33290 -5.13740 0.92949
N -6.13311 -5.30834 2.36933
C -6.33187 -4.11666 3.16340
C -6.22189 -4.45193 4.66163
O -6.96653 -5.63213 5.02624
C -6.75741 -6.11669 6.31857
H -4.12712 -2.76589 -1.88660
H -5.62911 -2.13318 -1.54389
H -5.49908 -3.33680 -2.81841
H -5.90760 -3.02187 0.51140
H -4.43644 -3.94262 0.79374
H -6.11118 -6.03496 0.40223
H -7.38543 -4.90377 0.81349
H -6.79868 -6.01063 2.74906
H -7.39558 -3.66398 3.00570
H -5.59216 -3.36815 2.98134
H -6.51678 -3.54620 5.26040
H -5.15243 -4.56015 4.89900
H -7.72723 -6.47903 6.75931
H -6.09717 -5.53549 6.96839
H -6.19093 -7.09897 6.24631
C -2.07764 -5.93137 2.92450
O -2.72701 -6.95726 2.23402
C -2.21264 -7.22150 0.96575
C -2.95122 -6.49941 -0.11504
N -2.45648 -6.95224 -1.46937
C -2.93403 -5.98436 -2.42089
C -2.87431 -6.58445 -3.82036
O -3.48440 -5.68017 -4.75267
C -3.16133 -5.92450 -6.11350
H -0.97462 -6.14538 3.04112
H -2.59226 -5.76433 3.88405
H -2.09267 -5.01716 2.34470
H -2.34694 -8.31819 0.75858
H -1.13903 -7.04831 0.88437
H -2.64124 -5.43664 -0.07986
H -4.01037 -6.67430 -0.02972
H -1.45163 -6.91900 -1.49458
H -2.29232 -5.08263 -2.44395
H -3.94213 -5.66682 -2.20988
H -3.31653 -7.60253 -4.01665
H -1.82125 -6.72726 -4.13766
H -2.13434 -5.56402 -6.20474
H -3.88534 -5.46298 -6.80456
H -3.18732 -7.01985 -6.28903
C -1.82671 -2.73095 -5.72493
O -0.58457 -2.60556 -5.04797
C 0.04025 -3.83781 -5.10234
C 1.32713 -3.72472 -4.32378
N 1.14961 -3.28571 -2.92980
C 2.28180 -3.13838 -2.11980
C 2.51864 -4.29148 -1.21074
O 1.90902 -4.06431 0.05547
C 0.75886 -4.85839 0.28271
H -2.34113 -3.61408 -5.25483
H -1.67762 -2.97880 -6.80221
H -2.39607 -1.79498 -5.55623
H 0.37273 -4.35237 -6.01875
H -0.55417 -4.62854 -4.55517
H 2.00901 -3.02497 -4.85154
H 1.84549 -4.68502 -4.36149
H 0.42038 -2.58129 -2.88619
H 2.20087 -2.31116 -1.42576
H 3.18008 -2.91132 -2.70265
H 3.62832 -4.48170 -0.98838
H 2.23607 -5.21615 -1.67781
H 0.12771 -4.93326 -0.62010
H 0.18184 -4.19365 0.95690
H 0.98389 -5.77617 0.71009
C -5.23590 3.87373 4.70799
O -5.00739 3.24236 3.46975
C -3.91354 3.91434 2.76899
C -3.45090 3.04785 1.55508
N -4.66256 2.64050 0.84246
C -4.38511 1.71418 -0.28591
C -5.62537 0.91829 -0.70004
O -5.92754 0.07912 0.31034
C -7.21212 -0.45493 0.15925
H -5.44737 4.90588 4.54798
H -4.33827 3.71042 5.30964
H -6.03746 3.30862 5.16615
H -3.14267 4.09087 3.54257
H -4.33677 4.86092 2.39170
H -2.91629 2.15428 1.83568
H -2.87369 3.67210 0.90914
H -5.14060 2.13808 1.59720
H -3.55575 1.05947 -0.03300
H -4.11650 2.21010 -1.22892
H -5.39304 0.39738 -1.67217
H -6.49904 1.52863 -0.89307
H -7.11291 -1.09549 1.01383
H -7.28242 -1.13578 -0.71769
H -8.01520 0.31056 0.26477
C 7.14380 9.02512 5.32127
O 6.79089 7.72508 4.90174
C 5.56067 7.31685 5.38306
C 4.90226 6.28759 4.39976
N 3.49822 6.29349 4.57557
C 2.71284 7.22393 3.86099
C 1.34940 7.27856 4.53807
O 0.72737 5.99685 4.35839
C -0.37560 5.73035 5.14717
H 7.96374 9.30678 4.70704
H 7.52045 9.04897 6.36061
H 6.33253 9.79549 5.22666
H 4.95381 8.25134 5.47634
H 5.63079 6.84094 6.38189
H 5.30052 5.30382 4.62109
H 5.26913 6.57270 3.39436
H 3.12762 5.38727 4.44275
H 2.76789 6.95485 2.83526
H 2.97607 8.26777 3.88902
H 0.65881 7.99524 4.17313
H 1.58313 7.49224 5.59020
H -0.02152 5.62216 6.19892
H -0.86907 4.82108 4.86985
H -1.03018 6.60461 5.08013
C -6.61184 1.24685 -7.19402
O -6.18847 2.22357 -6.28519
C -5.62250 3.39017 -6.88527
C -4.28375 3.11735 -7.43316
N -3.50169 2.49982 -6.39514
C -2.10997 2.21807 -6.70388
C -1.84864 1.45639 -7.90970
O -2.67571 0.34719 -7.79923
C -2.64528 -0.59063 -8.84712
H -7.30158 1.72539 -7.90054
H -7.14915 0.40968 -6.71003
H -5.81808 0.87120 -7.81529
H -5.52196 4.13468 -6.04092
H -6.31170 3.83218 -7.62197
H -3.70718 4.05222 -7.62321
H -4.44920 2.51063 -8.34254
H -3.92659 1.60431 -6.25538
H -1.73174 1.64364 -5.79894
H -1.48147 3.16244 -6.73797
H -0.82010 1.11689 -8.07365
H -2.09196 2.00060 -8.81885
H -3.37312 -1.36471 -8.65615
H -1.67412 -0.98959 -8.80785
H -2.86890 -0.07314 -9.78093
C -5.30384 -5.70637 -13.33326
O -4.13774 -4.99332 -12.89488
C -2.90569 -5.72253 -13.26877
C -1.80571 -4.72517 -13.05782
N -1.79543 -4.39515 -11.67933
C -0.69201 -3.48004 -11.34895
C -0.34263 -3.36686 -9.88561
O 0.44341 -2.23976 -9.77255
C 1.19500 -2.21001 -8.58752
H -5.29861 -6.80208 -13.17948
H -5.39057 -5.46975 -14.38810
H -6.14058 -5.28098 -12.79984
H -3.09243 -6.00558 -14.34689
H -2.77080 -6.71086 -12.63167
H -1.83226 -3.82691 -13.62382
H -0.77787 -5.09274 -13.32175
H -2.67512 -4.10330 -11.25671
H -0.74202 -2.47115 -11.75993
H 0.19034 -3.97354 -11.81381
H 0.18290 -4.26657 -9.63722
H -1.16242 -3.27956 -9.18965
H 1.89408 -1.30242 -8.60633
H 1.82892 -3.14192 -8.53631
H 0.43682 -2.07005 -7.77508

LUMO ... -1.174 eV
F_max ... 3.62 eV/Å
HOMO level ... -8.370 eV
Molar mass ... 2314.824 g mol⁻¹
Frontier orbital gap ... 7.20 eV
Net charge ... 0
ΔE to the lowest compared entry with this formula, charge and spin ... 39.9 kcal/mol
Spin multiplicity ... 1



Entry 3:
ORCA calculation (wB97M-V/def2-TZVPD) on a structure of composition C13H10Br2N4O7P2SeTc.

Atoms and positions in Å:
Tc -0.96681 -0.29945 -0.68305
Se 4.68909 0.01079 4.44203
N 2.94212 -0.00621 4.58468
C 2.43611 -0.05056 3.37697
C 1.01928 -0.07954 3.09421
C 0.02600 -0.03784 4.07784
C -1.29684 -0.05954 3.68332
C -1.60992 -0.13059 2.33527
N -0.67893 -0.18381 1.37557
C 0.62797 -0.14943 1.75390
C 1.59949 -0.17854 0.68833
N 1.09425 -0.24790 -0.56522
C 1.92647 -0.24303 -1.60173
C 3.30723 -0.18363 -1.43656
C 3.84157 -0.13149 -0.16819
C 2.97458 -0.12764 0.93105
C 3.40384 -0.07319 2.30840
N 4.65671 -0.04708 2.69078
H 0.31316 0.01746 5.11937
H -2.09714 -0.02251 4.40792
H -2.64400 -0.14309 2.02101
H 1.47805 -0.28907 -2.58318
H 3.94091 -0.17894 -2.31123
H 4.90864 -0.08882 0.00355
O -1.12755 0.19503 -5.04816
P -1.85927 0.08077 -3.68122
O -3.13288 -0.63402 -3.63630
O -0.81671 -0.37976 -2.65783
O -2.11618 1.67202 -3.27482
P -1.69489 2.67542 -2.15006
O -3.05793 2.99242 -1.34667
O -0.00470 2.33215 -1.79513
O -1.06266 1.76906 -0.89777
H -1.70319 0.19068 -5.82962
H -3.69380 3.61205 -1.74085
Br -3.56718 -0.63337 -0.63885
C -3.28291 -2.46753 -1.18723
Br -1.42044 -2.83457 -0.75996
H -3.42009 -2.50614 -2.26382
H -3.93144 -3.14056 -0.63676

LUMO (spin up / spin down) ... -6.793 / -7.871 eV
<S²> ... 3.765
F_max ... 1.01 eV/Å
HOMO level (spin up / spin down) ... -14.605 / -14.609 eV
Molar mass ... 732.960 g mol⁻¹
Frontier orbital gap (spin up / spin down) ... 7.81 / 6.74 eV
Net charge ... +2
ΔE to the lowest compared entry with this formula, charge and spin ... 95.8 kcal/mol
Spin multiplicity ... 4



Entry 4:
ORCA calculation (wB97M-V/def2-TZVPD) on a structure of composition C13H10BrClIMgNO4S.

Atoms and positions in Å:
O -3.19091 -0.95805 1.16998
C -3.43456 0.15589 0.84760
I -5.36565 0.97492 1.17468
C -2.38574 1.07721 0.19578
C -1.22899 0.23413 -0.23779
C -1.08155 -0.10469 -1.57571
Cl -2.17878 0.46589 -2.76232
C -0.01853 -0.90777 -1.98650
C 0.90940 -1.38812 -1.04627
C 0.80398 -1.08843 0.28514
S 2.00998 -1.75599 1.40230
C -0.27519 -0.24495 0.68732
C -0.37327 0.15192 2.12777
C 0.17459 1.58764 2.38154
C 1.49302 1.96511 1.75382
O 2.57985 1.23949 2.31072
C 1.93918 -2.20018 -1.76600
O 2.74892 -2.97219 -1.43460
N 1.68056 -1.84707 -3.21051
Br 2.84147 -0.58376 -3.93924
C 0.33906 -1.35185 -3.27935
O -0.25526 -1.39971 -4.37788
H -2.12170 1.81531 0.94249
H -2.88779 1.56199 -0.62914
H 1.47603 -2.95582 1.68468
H 0.13527 -0.58607 2.73191
H -1.41154 0.15584 2.43310
H 0.20840 1.73090 3.45656
H -0.55358 2.30541 2.01111
H 1.47822 1.91145 0.66229
H 1.66174 3.01790 1.98288
H 3.10920 0.88490 1.59580
Mg 1.17418 -0.89124 -5.59216

LUMO ... -10.059 eV
F_max ... 1.64 eV/Å
HOMO level ... -14.253 eV
Molar mass ... 542.859 g mol⁻¹
Frontier orbital gap ... 4.19 eV
Net charge ... +2
Spin multiplicity ... 1